{"formula": "C29H20Co2NO6", "method": "ωB97M-V/def2-TZVPD", "species": ["C", "C", "C", "C", "C", "N", "C", "C", "C", "C", "C", "C", "C", "C", "C", "H", "H", "H", "H", "H", "H", "H", "H", "H", "H", "H", "H", "H", "O", "C", "Co", "C", "O", "C", "O", "C", "C", "C", "C", "C", "C", "C", "C", "C", "Co", "C", "O", "C", "O", "C", "O", "H", "H", "H", "H", "H", "H", "H"], "positions_angstrom": [[-4.411, -1.634, 2.122], [-4.165, -1.140, 3.413], [-3.004, -0.421, 3.671], [-2.067, -0.191, 2.636], [-0.858, 0.555, 2.906], [0.018, 0.781, 1.982], [1.279, 1.153, 1.934], [2.396, 0.248, 1.886], [3.719, 0.760, 1.988], [4.804, -0.105, 2.084], [4.599, -1.496, 2.050], [3.301, -2.015, 1.895], [2.205, -1.153, 1.810], [-2.311, -0.716, 1.342], [-3.488, -1.425, 1.087], [-5.319, -2.196, 1.924], [-4.876, -1.322, 4.222], [-2.784, -0.006, 4.658], [-0.237, 2.303, 0.489], [-0.712, 0.888, 3.950], [1.498, 2.234, 1.911], [3.850, 1.844, 2.001], [5.814, 0.303, 2.193], [5.455, -2.167, 2.159], [3.148, -3.096, 1.846], [1.189, -1.533, 1.689], [-1.568, -0.549, 0.556], [-3.670, -1.810, 0.079], [-4.804, 8.031, 3.551], [-4.274, 7.180, 2.973], [-3.480, 5.872, 2.088], [-4.918, 4.885, 2.057], [-5.875, 4.244, 2.028], [-3.558, 6.338, 0.369], [-3.736, 6.579, -0.750], [-2.394, 4.119, 2.257], [-1.563, 3.647, 1.303], [-1.311, 2.514, 0.472], [-1.638, 2.822, -0.996], [-2.758, 2.267, -1.623], [-2.957, 2.489, -2.989], [-2.052, 3.287, -3.702], [-0.960, 3.882, -3.057], [-0.761, 3.645, -1.696], [-1.069, 5.280, 1.820], [-1.501, 6.808, 2.744], [-1.254, 7.753, 3.382], [-0.773, 6.166, 0.310], [-0.510, 6.852, -0.585], [0.627, 5.124, 2.302], [1.748, 4.961, 2.557], [-2.706, 3.516, 3.124], [-1.874, 1.621, 0.768], [-3.464, 1.669, -1.035], [-3.825, 2.049, -3.492], [-2.201, 3.445, -4.770], [-0.276, 4.536, -3.598], [0.088, 4.086, -1.169]], "lowdin_charge": [-0.12, -0.11, -0.06, -0.22, -0.14, -0.04, -0.20, -0.25, -0.09, -0.14, -0.16, -0.13, -0.07, -0.06, -0.10, 0.09, 0.09, 0.10, 0.10, 0.11, 0.07, 0.09, 0.09, 0.07, 0.09, 0.09, 0.11, 0.10, 0.11, -0.16, 0.00, -0.17, 0.14, -0.14, 0.12, -0.17, -0.15, -0.14, -0.19, -0.03, -0.09, -0.10, -0.08, -0.05, 0.08, -0.20, 0.09, -0.13, 0.15, -0.07, 0.14, 0.09, 0.09, 0.12, 0.10, 0.09, 0.10, 0.11], "homo_ev": -1.7, "de_lowest_kcal_mol": 84.3, "total_energy_ev": -119422.0017, "orbital_gap_ha": 0.1149, "total_charge": -1}



{"formula": "C51H40N6O4Pb", "method": "ωB97M-V/def2-TZVPD", "species": ["Pb", "C", "O", "C", "C", "C", "C", "C", "C", "C", "C", "C", "C", "C", "N", "C", "C", "C", "C", "C", "C", "C", "C", "C", "C", "O", "C", "C", "C", "C", "N", "C", "C", "C", "C", "C", "C", "O", "C", "C", "C", "C", "C", "C", "C", "N", "C", "C", "N", "C", "C", "C", "C", "O", "C", "C", "C", "H", "H", "H", "H", "H", "H", "H", "H", "H", "H", "H", "H", "H", "H", "H", "H", "H", "H", "H", "H", "H", "H", "H", "H", "H", "H", "H", "H", "H", "H", "H", "H", "H", "H", "H", "H", "N", "C", "C", "C", "N", "H", "H", "H", "H"], "positions_angstrom": [[-1.617, 0.106, -0.145], [-1.613, -7.475, -6.277], [-0.780, -6.326, -6.438], [-0.746, -5.414, -5.466], [-1.466, -5.505, -4.269], [-1.338, -4.509, -3.322], [-0.538, -3.383, -3.551], [0.187, -3.316, -4.756], [0.098, -4.317, -5.689], [-0.472, -2.319, -2.561], [-0.283, -2.747, -1.166], [0.307, -4.006, -0.796], [0.345, -4.029, 0.556], [-0.230, -2.785, 1.017], [-0.582, -2.024, -0.100], [-0.307, -2.389, 2.331], [-0.575, -1.015, 2.784], [-0.734, -0.638, 4.169], [-0.839, 0.709, 4.194], [-0.751, 1.160, 2.822], [-0.578, 2.463, 2.434], [-0.733, 3.513, 3.458], [0.339, 4.337, 3.831], [0.186, 5.278, 4.820], [-1.054, 5.446, 5.450], [-1.104, 6.403, 6.385], [-2.337, 6.621, 7.068], [-2.128, 4.636, 5.087], [-1.954, 3.668, 4.108], [-0.223, 2.894, 1.072], [-0.354, 2.141, -0.011], [0.040, 2.923, -1.101], [0.050, 2.526, -2.422], [0.363, 3.510, -3.457], [-0.275, 4.751, -3.497], [0.023, 5.679, -4.480], [0.999, 5.382, -5.433], [1.373, 6.204, -6.417], [0.741, 7.480, -6.521], [1.654, 4.142, -5.398], [1.324, 3.216, -4.443], [-0.234, 1.163, -2.892], [-0.541, 0.832, -4.257], [-0.733, -0.510, -4.293], [-0.511, -0.998, -2.955], [-0.254, 0.089, -2.114], [0.473, 4.207, -0.605], [0.285, 4.200, 0.736], [-0.624, 0.041, 1.991], [-0.050, -3.393, 3.365], [0.903, -3.171, 4.376], [1.172, -4.140, 5.308], [0.469, -5.354, 5.289], [0.789, -6.222, 6.252], [0.113, -7.478, 6.295], [-0.493, -5.583, 4.304], [-0.732, -4.612, 3.347], [-1.493, -8.055, -7.185], [-2.658, -7.180, -6.165], [-1.294, -8.068, -5.419], [-2.117, -6.344, -4.077], [-1.904, -4.588, -2.401], [0.867, -2.492, -4.925], [0.677, -4.291, -6.602], [0.690, -4.736, -1.489], [0.775, -4.781, 1.195], [-0.744, -1.317, 5.004], [-0.915, 1.353, 5.053], [1.312, 4.203, 3.375], [1.013, 5.900, 5.136], [-2.151, 7.432, 7.763], [-2.639, 5.729, 7.620], [-3.122, 6.912, 6.367], [-3.094, 4.748, 5.555], [-2.791, 3.039, 3.832], [-1.048, 4.979, -2.774], [-0.510, 6.617, -4.504], [1.187, 7.961, -7.384], [0.928, 8.080, -5.630], [-0.333, 7.366, -6.680], [2.415, 3.940, -6.140], [1.841, 2.264, -4.425], [-0.629, 1.536, -5.066], [-1.024, -1.114, -5.135], [0.890, 4.996, -1.207], [0.482, 4.999, 1.428], [1.467, -2.247, 4.393], [1.926, -3.993, 6.069], [0.526, -8.007, 7.146], [0.299, -8.049, 5.384], [-0.960, -7.335, 6.436], [-1.060, -6.501, 4.283], [-1.489, -4.788, 2.593], [2.709, 0.978, 0.018], [4.028, 0.701, -0.058], [4.148, -0.660, 0.061], [2.823, -1.116, 0.204], [1.951, -0.118, 0.177], [2.268, 1.880, -0.033], [4.766, 1.476, -0.182], [5.055, -1.238, 0.049], [2.480, -2.132, 0.318]], "lowdin_charge": [1.41, -0.04, -0.04, -0.26, 0.02, -0.01, -0.19, -0.02, 0.03, 0.00, -0.21, 0.02, 0.03, -0.22, 0.00, 0.00, -0.19, 0.03, 0.05, -0.22, 0.00, -0.21, -0.03, 0.03, -0.27, -0.05, -0.05, 0.01, -0.02, -0.20, -0.01, -0.23, 0.00, -0.20, -0.02, 0.02, -0.27, -0.05, -0.04, 0.03, -0.02, -0.22, 0.02, 0.03, -0.23, -0.01, 0.02, 0.03, -0.02, -0.21, -0.02, 0.03, -0.27, -0.05, -0.04, 0.01, -0.02, 0.10, 0.10, 0.10, 0.11, 0.13, 0.13, 0.13, 0.13, 0.13, 0.12, 0.13, 0.13, 0.13, 0.10, 0.10, 0.10, 0.11, 0.13, 0.13, 0.11, 0.10, 0.10, 0.10, 0.13, 0.13, 0.13, 0.13, 0.13, 0.11, 0.13, 0.13, 0.10, 0.10, 0.10, 0.11, 0.13, -0.02, -0.10, -0.06, -0.16, 0.02, 0.12, 0.12, 0.10, 0.09], "homo_ev": -12.5, "total_energy_ev": -75899.6155, "orbital_gap_ha": 0.1799, "total_charge": 2}



{"formula": "C4H10OS", "method": "ωB97M-V/def2-TZVPD", "species": ["C", "C", "C", "O", "H", "H", "H", "H", "H", "H", "C", "S", "H", "H", "H", "H"], "positions_angstrom": [[1.823, 0.786, -0.944], [2.452, -0.180, 0.066], [1.737, -0.523, 1.306], [3.493, -0.728, -0.277], [2.718, 1.210, -1.426], [1.383, 0.277, -1.880], [1.098, 1.499, -0.543], [1.104, -1.308, 0.911], [2.467, -0.720, 2.246], [1.120, 0.312, 1.564], [-3.706, -0.192, -0.092], [-1.971, -0.056, 0.636], [-4.305, 0.741, -0.088], [-3.446, -0.417, -1.147], [-4.354, -0.936, 0.324], [-1.615, 0.234, -0.657]], "lowdin_charge": [-0.04, -0.52, -0.04, 0.04, 0.08, 0.11, 0.07, 0.08, 0.15, 0.04, -0.46, 0.57, 0.03, 0.02, 0.01, -0.14], "homo_ev": -9.4, "smiles": "CC(C)=O.CS", "de_lowest_kcal_mol": 28.0, "total_energy_ev": -17191.6111, "orbital_gap_ha": 0.3691}



{"formula": "C28H29AsN2O4PPtS", "method": "ωB97M-V/def2-TZVPD", "species": ["Pt", "N", "C", "C", "C", "C", "C", "C", "P", "C", "C", "C", "C", "C", "C", "C", "C", "C", "C", "C", "C", "H", "H", "H", "H", "H", "H", "H", "H", "H", "H", "H", "H", "H", "H", "H", "H", "O", "C", "O", "C", "C", "C", "C", "C", "C", "N", "O", "O", "H", "H", "H", "H", "C", "As", "C", "C", "S", "H", "H", "H", "H", "H", "H", "H", "H", "H"], "positions_angstrom": [[1.305, 1.586, -0.052], [-0.578, 2.493, 0.592], [-1.632, 1.581, 1.092], [-3.051, 2.071, 1.204], [-4.052, 1.223, 1.431], [-2.649, -0.832, 2.330], [-1.504, -1.314, 1.458], [-1.012, -0.587, 0.469], [0.646, -0.531, -0.282], [1.687, -1.657, 0.639], [2.473, -1.193, 1.694], [3.228, -2.091, 2.431], [3.197, -3.445, 2.117], [2.409, -3.910, 1.071], [1.656, -3.020, 0.323], [0.492, -1.072, -1.977], [1.629, -1.569, -2.617], [1.537, -2.027, -3.920], [0.320, -1.973, -4.590], [-0.811, -1.469, -3.957], [-0.730, -1.020, -2.649], [-0.343, 3.206, 1.283], [-0.910, 2.955, -0.254], [-3.273, 3.108, 0.981], [-5.062, 1.616, 1.379], [-2.902, -1.666, 2.990], [-1.002, -2.227, 1.754], [2.503, -0.137, 1.937], [3.845, -1.736, 3.245], [3.797, -4.142, 2.686], [2.390, -4.964, 0.832], [1.056, -3.384, -0.502], [2.573, -1.632, -2.086], [2.407, -2.442, -4.412], [0.248, -2.337, -5.606], [-1.757, -1.445, -4.479], [-1.621, -0.645, -2.160], [0.009, 1.265, 2.888], [-1.098, 1.069, 2.491], [-1.679, 0.575, 0.096], [-2.172, 0.303, 3.191], [-2.734, 0.709, 4.360], [-3.975, 0.247, 4.828], [-5.015, -0.392, 4.106], [-5.039, -0.551, 2.760], [-3.974, -0.284, 1.736], [-6.360, -1.036, 2.185], [-7.295, -1.073, 2.939], [-6.348, -1.290, 1.002], [-2.228, 1.463, 4.954], [-4.233, 0.522, 5.847], [-5.918, -0.649, 4.646], [-4.249, -0.825, 0.827], [5.749, 2.137, -2.862], [3.852, 2.329, -2.665], [3.352, 4.167, -2.916], [2.953, 1.248, -3.966], [3.431, 1.711, -0.581], [6.017, 2.443, -3.873], [6.022, 1.097, -2.699], [6.254, 2.773, -2.137], [3.741, 4.496, -3.880], [3.784, 4.771, -2.122], [2.267, 4.249, -2.912], [3.283, 1.573, -4.953], [1.876, 1.376, -3.871], [3.222, 0.208, -3.813]], "lowdin_charge": [0.57, 0.01, -0.41, 0.05, 0.04, -0.14, 0.06, -0.34, 0.95, -0.37, -0.10, -0.04, -0.02, -0.04, -0.08, -0.36, -0.12, -0.06, -0.02, -0.04, -0.06, 0.13, 0.13, 0.14, 0.15, 0.18, 0.15, 0.08, 0.12, 0.13, 0.12, 0.12, 0.12, 0.13, 0.13, 0.12, 0.11, 0.19, -0.26, -0.06, -0.01, 0.06, 0.13, 0.07, 0.01, -0.13, -0.31, 0.16, 0.14, 0.16, 0.16, 0.15, 0.17, -0.22, 0.84, -0.22, -0.22, 0.18, 0.06, 0.06, 0.06, 0.06, 0.05, 0.05, 0.07, 0.05, 0.03], "homo_ev": -16.9, "de_lowest_kcal_mol": 66.3, "total_energy_ev": -124854.7945, "orbital_gap_ha": 0.1974, "total_charge": 3}



{"formula": "C4H8CsO5S", "method": "ωB97M-V/def2-TZVPD", "species": ["Cs", "S", "O", "O", "O", "O", "C", "C", "C", "O", "C", "H", "H", "H", "H", "H", "H", "H", "H"], "positions_angstrom": [[-0.838, -2.719, -1.230], [1.296, -3.422, 1.610], [0.386, -2.218, 1.712], [2.616, -3.119, 2.180], [0.632, -4.569, 2.265], [1.474, -3.754, 0.136], [-0.145, 0.937, -1.438], [-1.011, 0.654, -0.211], [-0.861, 1.878, 0.690], [0.327, 2.524, 0.238], [0.329, 2.385, -1.159], [-0.682, 0.910, -2.385], [0.756, 0.321, -1.454], [-0.706, -0.219, 0.369], [-2.054, 0.499, -0.506], [-0.711, 1.605, 1.732], [-1.713, 2.568, 0.632], [1.299, 2.639, -1.582], [-0.394, 3.098, -1.600]], "lowdin_charge": [1.05, 0.15, -0.55, -0.43, -0.46, -0.67, -0.18, -0.21, -0.18, -0.13, -0.22, 0.10, 0.11, 0.05, 0.10, 0.13, 0.12, 0.12, 0.12], "homo_ev": -3.2, "de_lowest_kcal_mol": 0.0, "total_energy_ev": -25899.5359, "orbital_gap_ha": 0.1690, "total_charge": -1}